{"formula": "C40H60BBrN8O2PPbS4", "method": "ωB97M-V/def2-TZVPD", "elements": ["Pb", "C", "C", "C", "C", "N", "C", "C", "N", "B", "N", "C", "C", "N", "C", "S", "C", "C", "C", "C", "N", "C", "C", "N", "C", "S", "C", "C", "C", "C", "C", "S", "H", "H", "H", "H", "H", "H", "H", "H", "H", "H", "H", "H", "H", "H", "H", "H", "H", "H", "H", "H", "H", "H", "H", "H", "H", "H", "H", "H", "H", "H", "H", "H", "H", "H", "Br", "C", "C", "C", "C", "C", "C", "N", "C", "C", "C", "C", "C", "C", "N", "H", "H", "H", "H", "H", "H", "H", "H", "H", "O", "O", "S", "C", "C", "C", "C", "H", "H", "H", "H", "H", "H", "H", "H", "C", "P", "C", "C", "H", "H", "H", "H", "H", "H", "H", "H", "H"], "positions_angstrom": [[-0.308636, -3.463479, -1.417053], [-6.503329, 2.524575, -4.520162], [-5.928335, 1.388938, -3.669505], [-6.190117, 0.149328, -4.484171], [-6.834037, 1.086125, -2.458241], [-4.443664, 1.528421, -3.250727], [-3.496507, 2.561619, -3.714157], [-2.344039, 2.377224, -3.058869], [-2.377030, 1.077307, -2.472778], [-1.260354, 0.402169, -1.801729], [-1.696681, 10.515659, 1.339282], [-1.406427, 9.145587, 1.546722], [-1.487368, 8.603097, 0.395925], [-0.943162, 9.539996, -0.629081], [-1.120613, 10.910881, 0.176369], [-0.588389, 12.553525, 0.000153], [-0.835893, 9.420747, -1.980275], [-1.229099, 8.252153, -2.771343], [-0.714921, -5.045991, 11.150897], [-0.003783, 10.280414, -2.797891], [0.113090, 0.157789, -2.325838], [1.216200, 0.829478, -1.913606], [2.188566, 1.574037, -2.679277], [0.347921, 0.101694, -4.765035], [0.194413, -0.657989, -3.735828], [0.445809, -2.635495, -3.936999], [-0.112452, 0.082764, -6.130407], [-1.469360, -0.714454, -6.277892], [-0.487571, 1.509729, -6.522883], [0.724100, -0.599663, -7.043712], [-3.747904, 0.628378, -2.606917], [-4.243776, -0.772269, -1.852984], [-5.581987, 2.792836, -5.095503], [-6.783733, 3.481601, -4.004037], [-7.357604, 2.218844, -5.172688], [-5.340717, -0.609654, -4.407481], [-6.135684, 0.325065, -5.565320], [-7.096259, -0.418211, -4.218229], [-7.856989, 1.067687, -2.879220], [-6.833091, 1.942840, -1.776159], [-6.775393, 0.087791, -1.941526], [-3.758260, 3.258656, -4.522353], [-1.469437, 3.014926, -2.857635], [-1.482459, -0.030909, -0.703243], [-1.249413, 9.051626, 2.609618], [-1.750167, 7.572805, 0.145130], [-0.607336, 7.376021, -2.811597], [-1.476273, 8.920123, -3.651334], [-2.227866, 7.970496, -2.389638], [0.092531, -4.372103, 11.298618], [-0.688785, -5.821047, 11.763030], [-1.477850, 12.610621, -1.241798], [0.481424, 9.672661, -3.532116], [0.692257, 10.889395, -2.213437], [-0.722154, 11.088534, -3.232200], [1.348225, 0.899267, -0.702173], [1.872221, 2.345598, -3.391525], [-2.313102, -0.030527, -6.346617], [-1.619622, -1.425862, -5.453457], [-1.543200, -1.342213, -7.176620], [-1.365195, 1.853752, -5.976563], [-0.660557, 1.525394, -7.612478], [0.380425, 2.214995, -6.430039], [0.637482, -1.702700, -6.888432], [2.414453, -3.860764, -0.943279], [1.282213, -0.187327, -7.900880], [3.291281, 4.392546, -3.827698], [4.212613, 2.761623, -3.177973], [3.587395, 1.552204, -2.666244], [4.410090, 0.480638, -2.172299], [5.793475, 0.361910, -2.212856], [6.251791, 1.705875, -2.674142], [5.593659, 2.825785, -2.993540], [6.820359, -0.346040, -1.622290], [6.771376, -1.320481, -0.783521], [7.877554, -2.181584, -0.442472], [9.212970, -2.026025, -0.753748], [10.106123, -3.091670, -0.728713], [9.769666, -4.178136, 0.037665], [8.408965, -4.161661, 0.473909], [7.516672, -3.244953, 0.409800], [-0.361567, -10.742081, 5.443058], [3.963901, -0.360502, -1.808321], [7.359238, 1.824362, -2.696447], [6.188901, 3.720981, -2.777787], [6.082870, -1.443312, 0.077874], [9.555330, -1.037731, -1.015164], [10.998758, -2.800587, -1.185303], [10.418451, -4.945757, 0.290549], [7.889997, -5.116058, 0.685413], [1.900787, -3.257658, -0.377891], [-2.096961, -5.922204, 3.454641], [-2.372153, -6.832958, 2.084681], [-1.189451, -8.343454, 2.156558], [-1.563297, -9.299002, 3.320895], [-0.678560, -8.900837, 4.494071], [-0.863120, -9.785856, 5.704927], [-0.122360, -8.127977, 2.283672], [-1.439241, -8.874779, 1.191068], [-1.172012, -10.275628, 2.946885], [-2.650789, -9.378911, 3.555392], [-1.254520, -7.964881, 4.738896], [0.333245, -8.511514, 4.316008], [-1.784175, -10.065738, 6.144403], [-0.356175, -9.426289, 6.525148], [-2.586970, -1.625969, 9.363666], [-2.604955, -3.246500, 9.793772], [-1.778947, -4.265011, 11.739780], [0.039789, -1.666896, 11.928824], [-3.443699, -1.076280, 9.050185], [-0.542305, -1.814294, 10.901332], [-1.696388, -1.087316, 9.392641], [-2.502185, -5.183404, 11.870637], [-2.004364, -3.369617, 12.294332], [-0.864364, -5.409090, 10.010561], [0.810817, -2.519897, 11.944753], [0.787765, -0.753589, 11.939146], [-0.510026, -1.336305, 12.780464]], "forces_ev_per_angstrom": [[2.55, 0.92, 0.34], [1.61, 1.70, 0.09], [-1.35, -1.76, 1.23], [2.64, -2.77, -1.83], [-1.08, 0.67, 0.73], [-0.25, 2.38, -3.02], [-1.62, 0.09, 0.34], [0.97, -1.36, -0.20], [-1.64, 1.21, -0.87], [0.32, -0.91, 0.84], [4.44, 2.78, -3.13], [-1.85, 3.70, 2.87], [1.39, -3.63, -4.62], [-2.03, 1.63, -0.91], [-1.89, -2.75, 3.86], [-2.43, -0.89, -3.51], [1.92, -1.41, 4.05], [-3.70, 1.69, 0.40], [1.52, 2.92, -3.54], [-0.87, 3.78, 0.76], [-1.69, -1.27, -2.87], [3.71, 1.86, 2.51], [-3.99, -1.37, 0.62], [-1.79, -1.13, 4.12], [1.42, 1.88, -2.43], [-0.97, 2.50, 1.76], [-2.51, 0.39, 0.09], [-0.57, -0.65, 0.52], [1.64, 0.87, -0.95], [2.19, -2.35, -1.65], [2.28, -1.48, 2.54], [0.28, -0.45, -0.15], [-1.28, 0.05, -0.55], [0.19, -1.00, -0.01], [1.00, 0.04, 0.65], [-1.07, 0.85, 0.45], [-0.49, 0.25, 0.07], [0.33, 0.61, -0.21], [0.36, 0.25, 0.08], [0.13, -0.35, 0.39], [0.69, 1.30, -0.57], [0.04, -0.13, 1.07], [-0.49, -0.47, -0.86], [0.03, 0.26, -0.04], [-0.58, -1.64, -0.02], [0.79, 0.34, -0.24], [0.65, 0.08, -0.49], [0.39, -2.23, -0.33], [0.36, -0.49, -0.16], [1.94, -0.32, -0.74], [1.20, -4.06, 2.26], [1.99, 0.59, 2.19], [0.19, 0.05, -0.66], [0.06, -0.24, -0.08], [1.22, -1.39, 0.01], [0.01, -0.99, -2.69], [-0.77, -1.33, -0.56], [-0.09, 0.06, 0.30], [0.03, 0.35, -0.07], [0.40, 0.36, 0.04], [0.20, 0.13, 0.01], [-0.47, -0.11, 0.35], [-0.71, -0.53, 0.44], [0.78, 0.96, -0.55], [0.06, 0.39, 0.19], [-0.43, -0.18, 0.70], [0.55, -1.34, 0.63], [0.23, -0.93, 1.22], [2.16, 1.84, 0.08], [0.26, 0.02, -0.50], [0.11, 6.67, -0.30], [3.69, -3.55, 0.87], [-1.09, 1.38, 0.17], [-0.14, -2.66, -1.14], [-0.45, 2.20, 1.79], [1.07, -1.13, 2.42], [-1.07, 0.57, -1.05], [-0.68, 1.00, 1.83], [-2.12, 1.72, -1.07], [0.62, -3.42, 0.56], [-0.71, 2.68, -3.46], [-0.25, 0.13, 0.41], [-2.10, -2.03, 0.99], [-0.75, -0.19, 0.40], [-0.51, 0.10, -1.25], [-1.06, -0.02, -1.18], [-0.04, 0.01, -0.90], [1.85, -0.54, -0.29], [0.88, -1.57, 0.08], [1.11, 0.13, 1.13], [-2.42, -0.65, -1.38], [-0.73, -2.75, -4.03], [2.13, 1.47, 3.95], [-2.19, -0.19, -0.34], [1.95, -0.92, -1.34], [-3.75, 2.46, 1.54], [1.87, -2.10, -1.74], [-0.41, 0.50, -0.59], [0.49, 0.87, 0.72], [-0.75, 0.17, 0.23], [0.95, 0.17, -0.10], [0.98, -0.12, 0.28], [-0.18, -0.91, -0.26], [-1.66, 0.18, -0.55], [1.57, 1.04, 1.80], [0.66, -1.66, 1.05], [-2.40, -0.86, 0.88], [-4.90, -0.96, -3.21], [3.00, 0.89, -2.92], [-0.58, -0.25, -1.14], [1.19, 0.82, 2.58], [1.21, 1.49, 0.82], [-0.38, 2.83, 0.05], [1.23, -0.21, 0.70], [0.23, 0.90, 2.70], [-1.66, 0.96, 0.86], [-1.38, -1.44, -1.00], [-0.89, -1.05, 0.67]], "mulliken_charge": [1.04, -1.47, 1.36, -1.49, -1.85, 0.22, -0.36, -0.70, 0.53, -0.15, -0.38, -0.46, -0.19, 0.11, 0.19, -0.10, 1.13, -1.35, -0.91, -1.49, 0.63, -0.90, 0.03, 0.12, -0.25, -0.33, 1.46, -1.33, -1.52, -1.20, -0.01, -0.33, 0.38, 0.30, 0.38, 0.33, 0.43, 0.35, 0.51, 0.37, 0.38, 0.25, 0.45, -0.05, 0.42, 0.41, 0.41, 0.41, 0.46, 0.15, 0.39, 0.20, 0.47, 0.39, 0.38, 0.12, -0.13, 0.29, 0.39, 0.38, 0.17, 0.45, 0.29, 0.28, 0.26, 0.29, -0.26, -0.15, 1.14, -0.44, -0.50, -0.23, -0.44, -0.39, 0.09, 0.09, -0.29, -0.47, -0.49, -0.13, -0.45, 0.29, 0.85, 0.30, 0.30, 0.35, 0.39, 0.41, 0.46, 0.33, -0.82, -0.40, 0.22, -0.73, -0.43, -0.27, -1.47, 0.38, 0.35, 0.31, 0.32, 0.20, 0.40, 0.38, 0.44, -0.52, 0.01, -0.55, -0.84, 0.29, 0.02, 0.25, 0.26, 0.40, 0.27, 0.23, 0.28, 0.28], "e_lumo_ev": [-5.2, -5.2], "total_charge": 1, "fmax_ev_per_a": 6.68}